No. 1
15
Properties=species:S:1:pos:R:3:forces:R:3 method="wB97M-V/def2-TZVPD" total_energy_ev=-10332.9497 relative_energy_kcal_mol=76.52 multiplicity=1 lumo_ha="-0.0273 / -0.0269" homo_ha="-0.2921 / -0.3001" charge=0 largest_force_ev_per_a=8.8
C -0.75146 -2.13342 -0.45439 2.35 -2.73 -1.21
C -1.39086 -1.08287 0.16881 1.15 1.06 -0.70
C 0.55358 -1.81607 -0.71417 0.38 2.34 0.34
C -0.48231 -0.05303 0.13581 -2.86 1.07 1.62
C 0.91944 1.79644 0.32271 2.69 -8.02 -2.25
C 1.67327 0.45352 -0.19769 -2.47 8.04 1.91
C -0.42512 1.35860 0.53788 -0.82 1.41 0.49
N -1.43937 2.04157 0.94450 -0.61 -1.55 -0.19
N 0.68528 -0.46588 -0.33676 1.13 -2.00 -0.60
H -1.00204 -3.13220 -0.76484 -1.01 -0.08 0.37
H -2.36857 -1.12473 0.48914 -1.82 0.44 0.70
H 1.42546 -2.17377 -1.19469 0.20 -1.17 -0.38
H 1.23858 2.76346 0.34960 1.28 2.20 0.20
H 2.71493 0.55839 -0.50349 -0.46 -1.11 -0.09
H -1.35082 3.00999 1.21758 0.86 0.10 -0.21



No. 2
50
Properties=species:S:1:pos:R:3:forces:R:3 method="wB97M-V/def2-TZVPD" total_energy_ev=-45511.8146 relative_energy_kcal_mol=0.00 multiplicity=1 lumo_ha=0.0087 homo_ha=-0.3239 charge=0 smiles="CCCNC(=O)NC(=O)CSc1nc2ccccc2c(=O)n1Cc1ccncc1" largest_force_ev_per_a=0.9
C -5.89947 -0.68986 -0.01083 -0.05 0.20 -0.07
H -5.17782 -0.72962 0.80192 0.05 -0.07 0.09
C -5.76037 0.61453 -0.78546 0.24 -0.20 -0.03
H -6.51282 0.65792 -1.57444 -0.03 0.10 -0.01
H -5.92656 1.46050 -0.11451 -0.08 0.08 -0.04
C -4.37964 0.74951 -1.42899 -0.23 0.00 -0.20
N -3.33341 0.79479 -0.43527 -0.32 0.40 0.08
C -2.39345 -0.15050 -0.33750 0.27 0.35 0.49
O -2.23505 -1.09203 -1.08107 0.03 -0.44 -0.31
N -1.49824 0.00645 0.75273 -0.07 -0.43 -0.37
C -1.48399 0.94884 1.72030 0.18 -0.15 0.18
O -2.28817 1.85071 1.83785 -0.16 0.35 0.17
C -0.33345 0.77034 2.70142 0.30 0.03 -0.17
H -0.48775 1.42336 3.55984 -0.02 -0.06 -0.10
H -0.22433 -0.26824 3.00938 -0.06 0.03 0.07
S 1.25649 1.29618 1.98406 -0.11 0.28 0.22
C 1.79533 -0.16842 1.17063 -0.79 -0.25 0.33
N 0.98828 -1.16931 1.10044 0.06 0.26 0.22
C 1.40864 -2.31425 0.47272 0.60 -0.29 -0.29
C 0.52527 -3.38998 0.34748 0.11 -0.06 -0.06
C 0.94450 -4.54268 -0.27654 -0.09 0.09 0.07
C 2.23931 -4.65151 -0.78322 0.17 0.00 -0.06
C 3.11543 -3.59581 -0.67525 0.02 0.05 0.01
C 2.70859 -2.41543 -0.04936 -0.42 -0.25 0.04
C 3.61138 -1.27736 0.03858 0.12 -0.02 0.00
O 4.74697 -1.24108 -0.38320 0.04 -0.08 -0.09
N 3.05838 -0.14765 0.67162 0.16 -0.14 -0.07
C 3.85615 1.06211 0.72155 0.40 0.24 0.01
C 3.29056 2.15027 -0.15251 -0.02 0.22 -0.21
C 3.38213 3.48439 0.22498 0.00 -0.21 -0.17
C 2.85649 4.45020 -0.61818 0.16 0.03 0.28
N 2.26280 4.17147 -1.76508 -0.21 0.42 -0.30
C 2.17793 2.90352 -2.12527 0.01 -0.35 -0.05
C 2.67600 1.85758 -1.36446 0.10 0.09 0.14
H 2.58534 0.83919 -1.71234 -0.04 -0.09 -0.05
H 1.68661 2.71589 -3.07072 -0.03 -0.11 -0.07
H 2.90661 5.49973 -0.36053 0.04 0.07 0.11
H 3.84794 3.76123 1.15796 0.04 0.07 0.14
H 4.85225 0.77732 0.36074 -0.22 0.07 0.18
H 3.93480 1.40756 1.75705 0.06 -0.06 -0.11
H 4.11959 -3.64664 -1.06786 0.08 -0.03 -0.04
H 2.55028 -5.56450 -1.26739 0.04 -0.07 -0.04
H 0.26118 -5.37232 -0.37786 -0.07 -0.07 -0.01
H -0.47763 -3.29275 0.73171 -0.11 0.03 0.05
H -0.73431 -0.68176 0.77086 -0.25 0.26 0.03
H -3.36882 1.51316 0.28029 0.19 -0.16 -0.01
H -4.17203 -0.10992 -2.07060 -0.04 0.14 -0.01
H -4.33826 1.66295 -2.03234 0.02 -0.13 -0.03
H -6.89719 -0.77802 0.41195 -0.07 -0.07 0.08
H -5.72247 -1.54006 -0.66526 0.01 -0.14 -0.04



No. 3
19
Properties=species:S:1:pos:R:3:forces:R:3 method="wB97M-V/def2-TZVPD" total_energy_ev=-15413.2196 relative_energy_kcal_mol=89.02 multiplicity=1 lumo_ha="-0.1269 / -0.1446" homo_ha="-0.4494 / -0.4115" charge=+1 largest_force_ev_per_a=3.9
C 0.94627 -1.77587 0.02732 -3.26 -1.89 -1.05
C 1.21657 0.64452 -0.74462 2.81 -0.84 -0.54
C -2.02741 0.32373 -0.20182 0.28 0.85 0.45
C 0.65049 -0.32466 0.16831 -0.71 -1.17 1.07
N -2.02793 0.92627 -1.44738 -0.53 -2.22 3.17
N 0.73965 0.14168 1.64128 -0.57 -0.62 -0.47
I -2.34163 1.62356 1.44160 -0.13 -0.25 -0.39
H 0.24362 -2.42436 0.72545 1.61 1.19 -1.34
H 1.95810 -1.92260 0.24882 1.73 -0.63 0.62
H 0.81400 -2.21950 -1.06071 0.04 1.27 2.12
H 1.29926 1.59411 -0.31997 0.22 1.69 0.91
H 0.57877 0.80164 -1.55722 -0.97 -0.03 -1.69
H 2.28621 0.38664 -1.15167 -1.86 0.21 0.68
H -2.54225 -0.65321 -0.05184 0.67 0.77 -0.43
H -1.80808 0.19921 -2.05339 0.23 -0.43 -2.44
H -1.99578 1.89145 -1.60980 0.31 1.12 -0.38
H 1.59748 0.57311 1.99907 -0.08 0.50 -0.65
H 0.50782 -0.52668 2.38446 -0.16 -0.45 -0.69
H -0.09518 0.74094 1.56214 0.38 0.93 1.04



No. 4
8
Properties=species:S:1:pos:R:3:forces:R:3 method="wB97M-V/def2-TZVPD" total_energy_ev=-25585.0890 relative_energy_kcal_mol=51.08 multiplicity=1 lumo_ha="-0.0530 / -0.0724" homo_ha="-0.3346 / -0.3376" charge=0 largest_force_ev_per_a=4.1
C 0.09874 -0.06302 -0.03965 -4.03 0.60 -0.49
N -1.03991 0.29522 2.02480 -0.33 -2.12 1.29
O -1.34490 -0.67968 2.56556 0.67 2.03 -1.22
O -2.22843 -0.74414 -0.70005 -1.12 -1.40 -0.27
S -1.50085 0.49091 -0.60993 1.96 1.45 0.28
I -1.20396 1.53770 -2.96088 0.22 -0.31 0.33
H 1.01829 0.33907 -0.04088 2.79 2.26 0.01
H 0.08634 -1.08808 -0.07507 -0.15 -2.50 0.07